{
  "formula": "C50H54AsCl3N5O5Ti",
  "method": "ωB97M-V with the def2-TZVPD basis set",
  "species": ["Ti", "Cl", "C", "C", "C", "C", "O", "C", "C", "N", "C", "C", "C", "C", "C", "C", "C", "C", "N", "C", "C", "H", "H", "H", "H", "H", "H", "H", "H", "H", "H", "Cl", "C", "Cl", "H", "H", "C", "O", "H", "H", "H", "H", "C", "C", "C", "C", "C", "C", "O", "N", "C", "O", "N", "C", "O", "H", "H", "H", "H", "H", "H", "H", "H", "H", "H", "H", "C", "C", "C", "C", "C", "C", "As", "N", "C", "C", "C", "C", "C", "C", "C", "C", "C", "C", "C", "C", "C", "C", "C", "C", "C", "C", "H", "H", "H", "H", "H", "H", "H", "H", "H", "H", "H", "H", "H", "H", "H", "H", "H", "H", "H", "H", "H", "H", "H", "H", "H", "H", "H"],
  "positions_angstrom": [[-1.784355, 0.141162, -0.459290], [-2.375790, 4.953375, 4.954048], [-2.403527, 4.015420, 3.495068], [-2.773059, 4.606988, 2.289019], [-2.723683, 3.897986, 1.143239], [-2.402150, 2.538238, 1.154026], [-2.326672, 1.934121, -0.028076], [-2.188743, 1.905670, 2.398712], [-2.030434, 0.495360, 2.578950], [-2.005311, -0.359963, 1.607597], [-2.399462, -1.709393, 1.746000], [-1.960109, -2.584464, 2.709776], [-2.370275, -3.919330, 2.692610], [-3.258241, -4.327216, 1.723585], [-3.879338, -3.464457, 0.800308], [-4.789273, -3.901486, -0.222454], [-4.929360, -3.078299, -1.301819], [-4.184346, -1.896540, -1.360288], [-3.442305, -1.402576, -0.354771], [-3.290542, -2.175287, 0.748359], [-2.184842, 2.696864, 3.541644], [-2.960121, 5.653793, 2.236880], [-2.918625, 4.311645, 0.178250], [-2.062704, 0.136550, 3.623719], [-1.170279, -2.183460, 3.335104], [-1.909246, -4.669168, 3.361924], [-3.516494, -5.404812, 1.679735], [-5.439120, -4.806915, -0.148211], [-5.592886, -3.386837, -2.092608], [-4.232714, -1.321157, -2.256146], [-1.947962, 2.195631, 4.481697], [4.075686, -2.909572, 1.889915], [3.223500, -1.587972, 2.802486], [2.028845, -2.173386, 3.983917], [2.674022, -0.952025, 2.097051], [3.975822, -1.055867, 3.357432], [-2.907887, 1.907424, -3.044539], [-2.781251, 0.536662, -2.565814], [-3.015388, 1.909799, -4.151754], [-2.049724, 2.489118, -2.718457], [-3.839931, 2.308454, -2.611102], [-2.349447, -0.010437, -3.251700], [1.083778, 6.741316, 3.404952], [1.221601, 5.911521, 4.677900], [1.936558, 4.522949, 4.499512], [3.343173, 4.784271, 3.974438], [4.192909, 3.551557, 3.901900], [2.041641, 3.927724, 5.891631], [2.791687, 4.342530, 6.758951], [1.262633, 2.814753, 6.088499], [0.541804, 2.140357, 5.097355], [-0.111397, 1.158221, 5.525522], [0.555863, 2.489627, 3.828143], [1.230681, 3.618425, 3.490954], [1.349507, 3.955528, 2.327052], [0.308597, 7.513930, 3.593309], [0.819383, 6.148625, 2.534539], [1.970105, 7.319425, 3.215692], [0.204121, 5.781808, 5.122921], [1.875255, 6.437386, 5.383050], [3.846550, 5.502039, 4.603897], [3.271294, 5.177442, 2.979754], [4.245858, 2.966159, 4.841094], [5.237261, 3.783795, 3.669943], [3.774329, 2.868182, 3.115694], [1.231609, 2.408388, 7.012193], [2.535016, -6.844891, -2.656679], [2.200037, -5.430803, -2.320298], [1.612169, -5.144952, -1.062008], [1.033478, -3.925242, -0.775437], [0.252077, -3.729267, 0.513389], [1.163689, -2.909723, -1.712850], [-0.232179, -1.571467, -1.742036], [0.056901, 0.074039, -0.858665], [1.340353, 0.624339, -0.637527], [2.489076, -0.127647, -0.310460], [3.654785, 0.546284, 0.096752], [3.688042, 1.908631, 0.219977], [2.592802, 2.653540, -0.194636], [1.459520, 2.034700, -0.647627], [-0.539265, -1.243458, -3.645026], [-0.416951, -0.040257, -4.367132], [0.392934, 1.127849, -3.919395], [-0.988871, -0.057428, -5.642827], [-1.629692, -1.139478, -6.253647], [-2.144930, -1.075553, -7.668955], [-1.739253, -2.287206, -5.483490], [-1.174724, -2.366854, -4.187107], [-1.333408, -3.620283, -3.380359], [1.972854, -3.071422, -2.833828], [2.452441, -1.893203, -3.642845], [2.458392, -4.349869, -3.156213], [3.035585, -7.346989, -1.808827], [3.158328, -6.856382, -3.565692], [1.592747, -7.366561, -2.884132], [1.563186, -5.968485, -0.357322], [0.750894, -4.212910, 1.356672], [-0.762531, -4.119290, 0.365970], [0.156689, -2.669567, 0.712078], [2.462057, -1.208723, -0.292501], [4.525124, -0.075034, 0.270882], [4.599359, 2.388557, 0.469553], [2.646054, 3.741336, -0.204627], [0.591590, 2.661030, -0.796076], [-0.047182, 1.619145, -3.024088], [0.489798, 1.884847, -4.681569], [1.370547, 0.783318, -3.608635], [-0.862654, 0.832783, -6.249384], [-1.394003, -0.782501, -8.362366], [-3.013984, -0.353400, -7.723068], [-2.481543, -2.081281, -7.978000], [-2.169475, -3.193702, -5.881694], [-1.988485, -4.338224, -3.898034], [-1.742451, -3.377704, -2.390088], [-0.389665, -4.088155, -3.166188], [2.583222, -0.987575, -3.051968], [1.797768, -1.681950, -4.511858], [3.460723, -2.119098, -4.045718], [3.105945, -4.443486, -4.007340]],
  "forces_ev_per_angstrom": [[-1.210, 0.403, 0.045], [-0.035, 0.097, 0.051], [-0.874, 1.063, 0.086], [0.725, 0.643, 0.546], [-0.052, -0.974, -0.569], [0.156, -0.314, -0.342], [-0.117, -0.448, 0.281], [0.264, -0.174, -0.810], [-0.292, -0.097, 0.619], [-0.274, 0.075, -1.060], [0.049, -0.353, 0.712], [0.517, 1.083, -0.198], [0.141, -0.691, -0.324], [-0.892, -1.754, 1.108], [1.049, -0.495, -0.064], [-0.160, 0.305, 0.630], [-0.063, -0.564, 0.475], [0.474, 0.761, 1.047], [-0.893, -0.402, -1.650], [-0.510, -0.301, -0.604], [0.492, -1.447, 1.282], [-0.272, 0.656, 0.155], [-0.135, 0.434, -0.361], [0.034, 0.149, -0.400], [-0.109, -0.358, 0.448], [-0.375, 0.631, -0.419], [0.037, 0.775, 0.086], [1.082, 0.638, 0.143], [0.014, 0.295, -0.297], [0.104, 0.559, -0.376], [-0.081, 0.195, -0.145], [-0.600, 0.588, 0.379], [-0.401, -0.280, -0.299], [0.206, -0.161, -0.254], [0.459, -0.294, 0.213], [0.179, 0.187, -0.004], [-0.734, -0.369, -0.359], [0.246, 0.237, 0.181], [0.227, -0.030, 0.721], [-0.078, 0.095, -0.054], [0.567, -0.126, -0.102], [-0.066, 0.354, 0.227], [-0.828, 0.652, 0.535], [-0.350, -0.552, 0.078], [-0.118, 0.604, 0.524], [0.333, -0.085, 0.404], [0.191, -1.692, -0.303], [0.231, -0.707, 0.031], [-0.372, 0.196, -0.150], [0.443, 0.906, 0.055], [-1.100, -1.793, 1.215], [0.240, 0.497, -0.345], [0.534, 0.860, -0.455], [-0.108, -0.501, 0.243], [-0.208, 0.220, -1.237], [0.195, -0.461, -0.231], [-0.026, 0.009, -0.012], [0.622, 0.020, -0.305], [0.919, -0.070, -0.159], [-0.392, 0.033, 0.113], [-0.028, 0.421, 0.325], [-0.176, 0.416, -0.456], [-0.239, 0.392, -0.279], [-0.163, 0.036, -0.243], [0.523, 0.434, 0.557], [0.019, -0.025, -0.084], [0.231, -0.040, -0.338], [-0.289, 0.844, 1.183], [0.188, -0.753, -0.955], [-0.067, -0.344, 0.650], [0.168, -0.098, -0.856], [-0.052, 0.517, -0.242], [0.018, 0.977, 0.610], [1.334, -1.025, -0.903], [0.523, 0.729, 0.302], [-0.506, 0.901, 0.070], [-0.595, -1.274, -0.364], [-0.111, 0.123, -0.875], [0.538, 0.509, -0.069], [-0.633, -0.672, 0.627], [0.204, -0.227, 0.556], [-0.355, -1.076, -0.937], [-0.573, 0.287, 1.167], [0.248, 0.683, -0.467], [0.224, -0.156, 0.725], [-1.621, -0.148, 0.754], [0.750, -0.277, 0.644], [-0.726, 0.534, -0.967], [-0.754, -0.252, -0.309], [0.726, -0.078, -0.195], [0.362, -0.185, -1.002], [-0.337, 0.448, 0.777], [-0.184, 0.124, -0.530], [-0.105, -0.293, 0.439], [0.358, -0.057, 0.091], [-0.174, 0.102, 0.145], [-0.169, -0.003, -0.095], [0.136, -0.072, 0.275], [0.035, 0.233, 0.318], [0.003, -0.066, -0.126], [0.106, 0.152, 0.263], [0.633, 0.437, 0.452], [-0.104, -0.273, 0.249], [-0.236, -0.144, -0.353], [0.281, -0.340, -0.459], [0.050, 0.103, -0.355], [0.316, 0.074, 0.047], [0.001, 0.155, -0.004], [0.669, 0.473, -0.514], [0.914, -0.797, -0.133], [-0.057, 0.517, 0.118], [-0.240, -0.052, -0.174], [0.209, 0.236, 0.256], [-0.299, -0.230, -0.212], [0.421, -0.389, -0.159], [-0.281, -0.031, 0.145], [0.348, -0.026, 0.439], [-0.532, 0.018, 0.142], [0.068, -0.197, -0.418]],
  "orbital_gap_ev": [6.19, 6.20],
  "de_lowest_kcal_mol": 23.0,
  "homo_energy_ev": [-7.4793, -7.4799],
  "charge": 0,
  "multiplicity": 2
}